No. 1
Density functional theory data (wB97M-V/def2-TZVPD) for a 10-piece molecular cluster, C21H57I2N20O13P overall at a distorted geometry.

Its HOMO energy is -8.163 eV. Its total energy is -104620.1215 eV. As for the SMILES: [H]/N=C(\C)C[C@](CC(=O)I)(OC(=O)CCCCCN)P(O)I.NC(N)=O.NC(N)=O.NC(N)=O.NC(N)=O.NC(N)=O.NC(N)=O.NC(N)=O.NC(N)=O.NC(N)=O. Its gap between HOMO and LUMO is 0.3055 hartree.

The geometry in ORCA input format:
```
! RIJCOSX wB97M-V def2-TZVPD def2/J DEFGRID3
* xyz 0 1
C -0.496 -3.653 2.799
C 0.533 -2.638 2.328
N 1.082 -1.893 3.173
C 0.988 -2.468 0.888
C -0.124 -2.183 -0.174
C -0.623 -3.571 -0.691
C 0.030 -3.852 -2.037
O 1.023 -4.374 -2.132
I -1.062 -3.213 -3.794
O 0.356 -1.513 -1.355
C 0.518 -0.134 -1.285
O -0.276 0.515 -1.801
C 1.695 0.568 -0.649
C 2.430 1.338 -1.811
C 3.944 1.310 -1.515
C 4.537 -0.052 -1.947
C 5.534 0.024 -3.134
N 5.408 1.256 -3.933
P -1.726 -1.450 0.564
O -2.657 -0.981 -0.715
I -1.166 0.526 1.935
H -0.765 -4.348 2.003
H -1.406 -3.114 3.067
H -0.161 -4.183 3.684
H 0.675 -2.137 4.081
H 1.423 -3.432 0.600
H 1.803 -1.752 0.873
H -1.706 -3.519 -0.836
H -0.398 -4.382 -0.001
H 2.440 -0.084 -0.201
H 1.334 1.336 0.020
H 2.213 0.869 -2.769
H 2.080 2.369 -1.827
H 4.037 1.355 -0.425
H 4.474 2.186 -1.900
H 3.751 -0.769 -2.193
H 5.083 -0.461 -1.093
H 6.555 -0.077 -2.746
H 5.297 -0.804 -3.804
H 5.949 1.972 -3.454
H 5.878 1.098 -4.816
H -3.114 -1.784 -1.028
C 7.255 3.840 -1.116
O 6.386 3.254 -1.739
N 8.481 3.286 -0.860
N 7.066 5.096 -0.627
H 9.206 3.751 -0.349
H 8.647 2.360 -1.208
H 6.161 5.527 -0.797
H 7.761 5.602 -0.110
C -4.715 3.891 0.739
O -5.451 4.757 0.312
N -4.523 2.700 0.105
N -4.006 4.035 1.909
H -3.916 1.982 0.455
H -5.019 2.548 -0.753
H -4.116 4.899 2.412
H -3.393 3.329 2.277
C 3.982 7.482 -1.491
O 4.024 6.633 -0.611
N 2.854 8.198 -1.737
N 5.051 7.771 -2.292
H 2.783 8.898 -2.451
H 2.050 7.999 -1.163
H 5.897 7.253 -2.136
H 5.030 8.461 -3.018
C -7.360 4.540 4.399
O -6.653 5.457 4.778
N -6.936 3.615 3.492
N -8.639 4.364 4.855
H -7.500 2.853 3.167
H -6.002 3.720 3.138
H -8.982 5.028 5.524
H -9.238 3.618 4.557
C -4.728 -4.456 -2.069
O -3.969 -3.550 -1.769
N -4.414 -5.379 -3.023
N -5.947 -4.619 -1.479
H -5.018 -6.134 -3.289
H -3.520 -5.285 -3.476
H -6.207 -3.955 -0.773
H -6.584 -5.357 -1.712
C 0.923 5.725 1.630
O 0.603 6.288 0.599
N 2.190 5.779 2.138
N 0.039 4.989 2.373
H 2.469 5.326 2.987
H 2.869 6.309 1.617
H -0.905 4.926 2.037
H 0.288 4.519 3.222
C 0.326 -4.342 7.052
O -0.099 -3.777 6.060
N 1.623 -4.226 7.462
N -0.461 -5.137 7.835
H 1.993 -4.682 8.274
H 2.228 -3.649 6.908
H -1.420 -5.243 7.561
H -0.133 -5.611 8.655
C -5.134 -1.881 -6.736
O -5.592 -1.296 -7.698
N -3.805 -1.861 -6.423
N -5.913 -2.614 -5.880
H -3.417 -2.341 -5.634
H -3.198 -1.335 -7.024
H -6.895 -2.653 -6.076
H -5.554 -3.103 -5.081
C 0.483 -7.415 0.321
O -0.089 -6.616 1.047
N 0.871 -7.097 -0.944
N 0.775 -8.688 0.722
H 1.341 -7.729 -1.563
H 0.664 -6.164 -1.253
H 0.501 -8.950 1.651
H 1.243 -9.360 0.144
*
```

---

No. 2
Density functional theory data (wB97M-V/def2-TZVPD) for C21H57N3NbO7 as an isolated structure at a distorted geometry.

Its HOMO energy is -4.404 eV. Its total energy is -43045.5024 eV. Its gap between HOMO and LUMO is 0.2459 hartree.

The geometry in ORCA input format:
```
! RIJCOSX wB97M-V def2-TZVPD def2/J DEFGRID3
* xyz -1 1
C 1.428 -1.662 2.066
C 2.285 -0.660 2.815
O 3.032 0.208 2.012
C 2.244 0.978 1.099
Nb 0.714 2.541 1.778
C 1.986 4.409 1.504
C 2.023 5.289 2.783
C -0.293 2.756 -0.278
O -1.113 1.607 -0.626
C -2.458 1.824 -0.528
O -2.856 2.141 0.783
C -3.875 1.355 1.320
C -4.430 2.063 2.531
O -5.606 1.420 3.030
H 0.677 -1.177 1.452
H 2.048 -2.320 1.459
H 0.913 -2.282 2.797
H 1.659 -0.094 3.512
H 3.016 -1.212 3.406
H 2.971 1.585 0.548
H 1.797 0.316 0.347
H -0.464 1.162 2.130
H -0.613 3.591 2.522
H 1.260 2.432 3.538
H 1.606 5.045 0.701
H 3.019 4.155 1.259
H 2.531 6.238 2.608
H 1.016 5.483 3.138
H 2.520 4.757 3.587
H -0.849 3.679 -0.453
H 0.537 2.763 -0.993
H -2.950 0.909 -0.865
H -2.770 2.653 -1.179
H -4.690 1.215 0.596
H -3.486 0.375 1.613
H -3.685 2.075 3.319
H -4.657 3.091 2.256
H -5.909 0.799 2.370
C -1.766 -2.462 -3.619
C -2.430 -1.920 -2.358
C -1.466 -1.691 -1.190
O -1.061 -2.872 -0.523
C 0.029 -3.557 -1.101
N -3.554 -2.793 -1.997
H -1.543 -3.526 -3.528
H -2.432 -2.344 -4.474
H -0.836 -1.933 -3.833
H -2.846 -0.938 -2.602
H -1.984 -1.099 -0.433
H -0.591 -1.106 -1.498
H 0.751 -2.866 -1.547
H -0.298 -4.281 -1.855
H 0.526 -4.108 -0.302
H -4.073 -2.367 -1.235
H -3.164 -3.643 -1.599
C -0.070 -7.740 3.383
C -0.869 -6.795 2.490
C -1.151 -7.350 1.088
O -0.045 -7.319 0.208
C 0.873 -8.384 0.336
N -0.202 -5.494 2.456
H 0.987 -7.742 3.119
H -0.141 -7.418 4.421
H -0.443 -8.765 3.315
H -1.846 -6.649 2.960
H -1.906 -6.716 0.618
H -1.560 -8.369 1.143
H 0.364 -9.318 0.596
H 1.643 -8.177 1.083
H 1.362 -8.509 -0.630
H -0.791 -4.821 1.972
H 0.622 -5.585 1.868
C 2.693 6.714 -4.701
C 2.485 6.957 -3.210
C 3.026 5.840 -2.311
O 2.236 4.676 -2.288
C 2.449 3.752 -3.333
N 1.068 7.237 -2.964
H 1.982 5.985 -5.089
H 2.542 7.640 -5.256
H 3.702 6.351 -4.907
H 3.045 7.860 -2.943
H 3.029 6.202 -1.280
H 4.064 5.589 -2.575
H 3.501 3.735 -3.638
H 1.826 3.966 -4.207
H 2.177 2.768 -2.954
H 0.944 7.521 -1.997
H 0.562 6.358 -3.036
*
```

---

No. 3
Density functional theory data (wB97M-V/def2-TZVPD) for C21H58AgN5O6 as an isolated structure.

Its HOMO energy is -7.333 eV. Its total energy is -46449.6255 eV. Its gap between HOMO and LUMO is 0.2917 hartree.

The geometry in ORCA input format:
```
! RIJCOSX wB97M-V def2-TZVPD def2/J DEFGRID3
* xyz 0 1
Ag 0.504 -0.173 0.586
C -2.766 -1.979 0.106
O -1.473 -1.514 -0.045
H -3.530 -1.289 -0.325
H -2.918 -2.965 -0.363
H -3.081 -2.082 1.170
C -4.521 2.489 2.290
C -4.054 1.610 1.145
C -3.835 2.376 -0.134
O -5.021 3.032 -0.490
C -4.936 3.679 -1.747
N -2.790 0.964 1.515
H -4.460 1.947 3.240
H -5.572 2.753 2.176
H -3.907 3.385 2.387
H -4.832 0.865 0.934
H -3.534 1.659 -0.917
H -2.988 3.078 -0.041
H -5.945 3.717 -2.149
H -4.282 3.135 -2.436
H -4.535 4.690 -1.617
H -2.999 0.361 2.311
H -2.498 0.274 0.810
C 0.019 2.393 -3.008
C -1.075 1.400 -2.635
C -1.749 0.793 -3.862
O -2.379 1.755 -4.698
C -1.626 2.157 -5.831
N -0.509 0.352 -1.786
H -0.337 3.293 -3.507
H 0.731 1.931 -3.707
H 0.578 2.649 -2.110
H -1.815 1.958 -2.060
H -2.554 0.137 -3.518
H -1.021 0.190 -4.419
H -1.103 1.308 -6.278
H -0.950 2.979 -5.592
H -2.342 2.514 -6.575
H -0.004 -0.319 -2.366
H -1.232 -0.272 -1.373
C -0.342 -1.423 3.317
C -0.328 -0.002 3.835
C 0.697 0.223 4.906
O 0.281 -0.438 6.072
C 1.279 -0.474 7.061
N -0.141 0.970 2.734
H -0.636 -2.095 4.124
H 0.637 -1.719 2.930
H -1.075 -1.527 2.509
H -1.294 0.175 4.339
H 0.763 1.308 5.109
H 1.694 -0.096 4.565
H 1.818 0.481 7.116
H 2.000 -1.281 6.888
H 0.797 -0.640 8.023
H -1.053 0.992 2.253
H -0.074 1.890 3.163
C 1.730 -4.168 1.133
C 1.839 -3.724 -0.308
C 1.278 -4.745 -1.267
O 1.602 -4.326 -2.578
C 1.122 -5.229 -3.556
N 1.201 -2.402 -0.456
H 2.101 -5.175 1.326
H 0.676 -4.169 1.441
H 2.232 -3.456 1.789
H 2.891 -3.577 -0.573
H 0.193 -4.882 -1.176
H 1.762 -5.719 -1.069
H 1.716 -6.149 -3.540
H 1.169 -4.731 -4.519
H 0.077 -5.495 -3.355
H 1.285 -2.176 -1.447
H 0.172 -2.470 -0.341
C 3.897 -0.154 1.101
C 3.532 1.244 0.631
C 4.694 1.880 -0.123
O 4.834 1.246 -1.370
C 5.826 1.834 -2.170
N 2.328 1.179 -0.204
H 4.336 -0.729 0.279
H 3.010 -0.723 1.390
H 4.591 -0.150 1.941
H 3.309 1.860 1.504
H 5.634 1.820 0.449
H 4.516 2.961 -0.262
H 5.664 2.913 -2.281
H 5.763 1.363 -3.150
H 6.829 1.670 -1.760
H 1.954 2.092 -0.427
H 2.559 0.716 -1.076
*
```

---

No. 4
Density functional theory data (wB97M-V/def2-TZVPD) for a 7-piece molecular cluster, C21H58BClNO13P2 overall at a distorted geometry.

Its HOMO energy is -5.106 eV. Its total energy is -82605.8139 eV. Its gap between HOMO and LUMO is 0.2686 hartree.

The geometry in ORCA input format:
```
! RIJCOSX wB97M-V def2-TZVPD def2/J DEFGRID3
* xyz -1 1
C 2.293 2.881 1.568
C 1.501 1.581 1.450
O 0.811 1.384 2.681
C 0.418 1.728 0.337
O -0.889 1.640 0.843
B -1.623 0.458 0.479
Cl -0.664 -1.148 0.813
O -1.945 0.391 -0.986
N -2.291 1.599 -1.525
O -1.539 1.946 -2.371
P -3.223 0.320 1.636
P -4.301 2.200 1.678
O -5.727 2.007 1.398
O -4.128 2.845 3.162
O -3.682 3.317 0.694
H 3.052 2.875 0.791
H 2.714 2.992 2.552
H 1.660 3.742 1.394
H 2.175 0.749 1.263
H 1.469 1.166 3.356
H 0.590 1.047 -0.492
H 0.522 2.730 -0.074
H -2.668 0.295 2.934
H -3.186 3.064 3.257
H -4.463 3.778 0.340
C 0.540 -6.242 -0.119
C -0.834 -5.799 0.360
C -1.736 -5.443 -0.812
O -0.714 -4.683 1.231
H 1.025 -5.431 -0.669
H 1.184 -6.492 0.726
H 0.469 -7.116 -0.772
H -1.292 -6.599 0.946
H -1.308 -4.613 -1.381
H -2.715 -5.122 -0.456
H -1.871 -6.295 -1.483
H -0.315 -3.954 0.736
C 6.677 3.301 3.174
C 5.821 2.089 3.512
C 6.670 0.833 3.656
O 4.830 1.902 2.508
H 7.190 3.152 2.220
H 6.053 4.190 3.072
H 7.428 3.486 3.945
H 5.281 2.272 4.442
H 7.183 0.610 2.717
H 6.042 -0.026 3.894
H 7.419 0.946 4.442
H 5.281 1.739 1.672
C 2.596 -5.246 -4.100
C 1.226 -4.817 -3.596
C 0.298 -4.454 -4.746
O 1.356 -3.714 -2.705
H 3.074 -4.429 -4.648
H 3.248 -5.499 -3.263
H 2.525 -6.111 -4.761
H 0.782 -5.625 -3.013
H 0.705 -3.614 -5.315
H -0.676 -4.147 -4.366
H 0.158 -5.297 -5.425
H 1.744 -2.977 -3.190
C -3.104 4.515 -5.314
C -3.082 3.622 -6.544
C -3.974 2.404 -6.356
O -1.744 3.207 -6.822
H -2.730 3.973 -4.441
H -2.457 5.381 -5.458
H -4.113 4.866 -5.095
H -3.414 4.187 -7.416
H -3.627 1.803 -5.513
H -3.946 1.769 -7.243
H -5.009 2.696 -6.169
H -1.432 2.706 -6.059
C 1.611 7.912 2.064
C 2.867 7.092 2.319
C 4.118 7.956 2.245
O 2.952 6.026 1.379
H 1.638 8.350 1.062
H 0.726 7.279 2.117
H 1.508 8.718 2.792
H 2.804 6.624 3.302
H 4.221 8.396 1.250
H 5.009 7.354 2.427
H 4.087 8.764 2.979
H 3.008 6.411 0.497
C -5.209 -5.614 1.835
C -4.974 -6.999 2.419
C -4.917 -6.956 3.939
O -3.763 -7.547 1.900
H -4.392 -4.939 2.104
H -5.244 -5.660 0.746
H -6.144 -5.184 2.195
H -5.773 -7.671 2.102
H -4.092 -6.321 4.272
H -4.744 -7.954 4.344
H -5.845 -6.564 4.359
H -3.043 -6.963 2.169
*
```